# 1
Molecular formula: C18H45N4OP
Method: DFT, the ωB97M-V functional and the def2-TZVPD basis

Geometry as XYZ:
```
69
Properties=species:S:1:pos:R:3
C -1.0614 1.6617 -4.1874
N -0.8748 0.2229 -4.3590
C 0.3498 0.0135 -5.1561
C -0.9156 -0.4333 -3.1311
O -1.5897 -0.0143 -2.2540
C -0.1866 -1.7323 -2.8956
P 1.6464 -1.5739 -2.6044
C 1.9218 -0.8047 -0.9552
C 1.2485 0.5549 -0.7982
N 2.2278 1.5013 -0.2344
H -1.0355 2.1464 -5.1521
H -0.2778 2.0810 -3.5654
H -2.0013 1.8900 -3.7159
H 1.1371 0.6842 -4.8476
H 0.1212 0.2748 -6.1814
H 0.6808 -1.0057 -5.1658
H -0.6852 -2.2510 -2.1001
H -0.2853 -2.3586 -3.7750
H 2.0662 -2.9185 -2.4883
H 2.9868 -0.6610 -0.8637
H 1.6556 -1.4418 -0.1248
H 0.8910 0.9527 -1.7406
H 0.4336 0.4444 -0.1082
H 1.7802 2.4098 -0.1757
H 2.9820 1.6189 -0.9009
C 0.3153 3.2101 2.8791
C 0.8690 4.6195 2.7389
N 0.2902 5.3477 1.6256
C 1.0155 6.5601 1.2873
C 1.0644 7.6875 2.3251
C -1.1587 5.4540 1.6277
C -1.8331 6.0889 2.8499
H 0.4064 2.6638 1.9394
H 0.8754 2.6665 3.6407
H -0.7326 3.2069 3.1829
H 1.9456 4.5394 2.5654
H 0.7469 5.1484 3.6970
H 0.6133 6.9571 0.3511
H 2.0456 6.2706 1.0545
H 0.1118 8.2092 2.4055
H 1.8087 8.4280 2.0244
H 1.3474 7.3247 3.3135
H -1.5702 4.4491 1.4994
H -1.4671 5.9928 0.7284
H -1.4459 5.6895 3.7882
H -2.9039 5.8757 2.8263
H -1.7232 7.1720 2.8656
C 1.6338 -4.6576 0.9136
C 0.1166 -4.5524 0.9652
N -0.5462 -5.4023 -0.0042
C -1.9536 -5.0875 -0.1827
C -2.8962 -5.2855 1.0098
C -0.2143 -6.8146 0.0653
C -0.4511 -7.5466 1.3919
H 1.9988 -4.4848 -0.1003
H 2.0778 -3.9042 1.5662
H 1.9946 -5.6301 1.2510
H -0.1537 -3.5157 0.7433
H -0.2196 -4.7472 1.9955
H -2.3331 -5.6592 -1.0340
H -2.0177 -4.0389 -0.4928
H -3.0952 -6.3389 1.2015
H -3.8574 -4.8131 0.7968
H -2.5063 -4.8328 1.9219
H 0.8414 -6.9258 -0.1976
H -0.7510 -7.3352 -0.7316
H -0.0647 -6.9882 2.2457
H 0.0666 -8.5080 1.3747
H -1.5055 -7.7544 1.5658
```

Output
E_tot in Ha: -1348.3804
Orbital gap in Eh: 0.327
Spin multiplicity: 1
SMILES: CN(C)C(=O)CPCCN.CCN(CC)CC.CCN(CC)CC


# 2
Molecular formula: C4H9NO
Method: DFT, the ωB97M-V functional and the def2-TZVPD basis

Geometry as XYZ:
```
15
Properties=species:S:1:pos:R:3
C 2.0569 0.3580 0.1270
C 0.8280 -0.4963 0.1026
O 1.1207 -1.6971 0.1123
N -0.4502 -0.0960 -0.0521
C -0.9405 1.2505 0.1040
C -1.4238 -1.1404 -0.2983
H 2.4303 0.5214 1.1387
H 2.0474 1.3296 -0.4026
H 2.5497 -0.6152 -0.1956
H -1.7319 1.2726 0.8642
H -0.1357 1.9149 0.4235
H -1.3621 1.6241 -0.8378
H -2.1081 -0.8209 -1.0893
H -1.9939 -1.3670 0.6094
H -0.8869 -2.0383 -0.6061
```

Output
E_tot in Ha: -287.7786
Orbital gap in Eh: 0.372
Spin multiplicity: 1
ΔE to the lowest compared entry with this formula, charge and spin in kcal per mole: 33.8
SMILES: CC(=O)N(C)C


What did the second record say?
Molecular formula: C4H9NO
Method: DFT, the ωB97M-V functional and the def2-TZVPD basis

Geometry as XYZ:
```
15
Properties=species:S:1:pos:R:3
C 2.0569 0.3580 0.1270
C 0.8280 -0.4963 0.1026
O 1.1207 -1.6971 0.1123
N -0.4502 -0.0960 -0.0521
C -0.9405 1.2505 0.1040
C -1.4238 -1.1404 -0.2983
H 2.4303 0.5214 1.1387
H 2.0474 1.3296 -0.4026
H 2.5497 -0.6152 -0.1956
H -1.7319 1.2726 0.8642
H -0.1357 1.9149 0.4235
H -1.3621 1.6241 -0.8378
H -2.1081 -0.8209 -1.0893
H -1.9939 -1.3670 0.6094
H -0.8869 -2.0383 -0.6061
```

Output
E_tot in Ha: -287.7786
Orbital gap in Eh: 0.372
Spin multiplicity: 1
ΔE to the lowest compared entry with this formula, charge and spin in kcal per mole: 33.8
SMILES: CC(=O)N(C)C


Which value of spin multiplicity does entry 1 give? 1